# 1
Computed, not measured: a molecular structure, C3H6CrLiO5 in a non-equilibrium geometry, with ωB97M-V/def2-TZVPD.

The geometry in XYZ format:
```
16
Properties=species:S:1:pos:R:3:mulliken_spin:R:1
H -0.786 -0.808 -0.652 -0.0103
O 2.519 0.442 0.570 0.0000
H -2.374 0.959 1.262 -0.0422
O -3.070 -0.929 0.816 -0.1844
H -2.703 0.658 -0.455 -0.0416
C -2.329 0.179 0.474 0.0186
Li 3.269 -1.389 0.315 0.0002
O -0.085 0.994 0.116 0.0044
C -0.863 -0.168 0.249 0.0207
O 2.224 1.541 -1.359 -0.0001
C 2.262 0.362 -0.703 0.0002
H 2.363 1.385 -2.301 0.0000
H -0.511 -0.769 1.115 -0.0255
H 0.717 0.967 0.872 0.0008
Cr -3.079 -2.703 0.998 4.2592
O 2.447 -0.724 -1.316 -0.0001
```

LUMO energy (spin up / spin down) in eV: -6.745 / -6.154
HOMO level (spin up / spin down) in eV: -12.42 / -12.42
2S+1: 5
E_tot in eV: -42063.8374
Expectation value of S²: 6.217
Strongest force on any atom in eV Å⁻¹: 3.930
Kohn-Sham gap (spin up / spin down) in eV: 5.68 / 6.27
Net charge: +1

=====

# 2
Computed, not measured: a molecular structure, C16H18ClO2PTi in a non-equilibrium geometry, with ωB97M-V/def2-TZVPD.

The geometry in XYZ format:
```
39
Properties=species:S:1:pos:R:3:mulliken_charge:R:1
C 3.522 -1.635 2.022 -1.1966
O 1.280 2.859 0.446 -0.1417
C 1.226 1.195 4.889 -0.6717
C 2.750 1.428 2.581 -0.8769
H 2.080 3.097 5.468 0.4257
C 2.807 2.418 3.542 -0.6197
C -1.487 0.393 -1.887 -0.4156
C 0.330 -2.895 -1.871 -1.2028
C -0.528 -1.730 -1.663 0.6873
H -1.962 -2.405 -0.044 0.5133
H -0.118 -3.600 -2.590 0.3660
H 0.528 -0.680 4.084 0.4703
C 1.166 0.195 3.928 -0.2771
H 3.453 3.295 3.398 0.4208
C -0.470 -0.473 -2.376 -0.4627
H 1.291 -2.944 2.807 0.4650
C -2.203 -0.308 -0.848 -0.5796
H -0.111 -2.362 1.866 0.4396
H 3.769 -2.496 1.434 0.4488
C 0.765 1.818 0.273 0.5541
Cl 2.445 -0.058 -1.413 -0.2186
C -0.974 0.329 1.668 0.4563
P 1.882 -1.001 1.457 1.0199
C 1.913 0.338 2.796 0.7869
H 0.625 1.102 5.805 0.4190
C -1.632 -1.606 -0.707 -0.3975
H 0.275 -0.246 -3.134 0.5525
H 1.203 -3.285 1.061 0.3524
C 0.950 -2.549 1.858 -1.3677
H -1.707 1.399 -2.252 0.5989
H 0.500 -3.435 -0.933 0.2328
H 1.300 -2.570 -2.266 0.3254
H -3.073 0.070 -0.313 0.6327
Ti 0.052 -0.116 -0.171 -0.3627
H 4.260 -0.861 1.912 0.4421
H 3.364 1.520 1.668 0.4692
O -1.528 0.565 2.684 -0.1549
C 2.038 2.307 4.705 -0.5887
H 3.449 -1.918 3.089 0.4556
```

LUMO energy in eV: -10.191
HOMO level in eV: -15.54
Energy relative to the best compared isomer or geometry (same formula, charge and spin) in kJ/mol: 0.00
E_tot in eV: -65887.9968
Strongest force on any atom in eV Å⁻¹: 8.652
Kohn-Sham gap in eV: 5.35
Net charge: +2

=====

# 3
Computed, not measured: a molecular structure, C44H49NP2Pd in a non-equilibrium geometry, with ωB97M-V/def2-TZVPD.

The geometry in XYZ format:
```
97
Properties=species:S:1:pos:R:3:mulliken_spin:R:1
H 0.047 -2.118 3.320 0.0002
C -0.712 2.702 5.016 0.0003
H 0.800 3.132 -1.113 0.0613
H 1.220 2.438 -6.150 -0.0248
H 2.259 -4.584 1.659 0.0001
C 0.131 -3.985 5.370 -0.0001
H -0.540 -3.224 5.811 0.0000
Pd -1.549 2.085 -3.747 0.7705
H 0.326 1.491 3.546 -0.0003
C -0.037 -4.438 -0.910 0.0001
H 1.167 -3.691 5.574 0.0000
H -0.252 -4.862 -1.896 0.0001
C 4.946 -0.959 1.794 -0.0003
H 6.868 -0.036 2.143 0.0001
C -4.687 2.532 -1.262 0.0062
C 1.120 -4.805 -0.212 -0.0003
H 0.034 4.990 -5.561 -0.0225
C -2.177 -1.094 1.945 0.0035
H 0.417 4.656 -3.261 0.0039
H -0.839 2.558 -1.334 0.0218
H 0.558 1.643 1.440 0.0005
H -2.576 4.319 -2.895 0.0259
H 1.845 -5.484 -0.664 0.0000
C -0.314 3.955 -5.648 0.1257
C 1.366 -4.316 1.070 0.0003
C 0.417 -3.457 1.645 -0.0004
C -0.659 -2.991 0.916 -0.0002
C 3.733 -0.930 1.098 -0.0010
H 4.405 1.754 -0.970 0.0003
C -4.070 3.305 -0.275 -0.0095
H 0.015 -0.980 -0.117 -0.0141
H -5.447 2.976 -1.904 -0.0019
H -0.961 -5.468 2.628 0.0000
H -0.502 5.158 -1.848 0.0112
C 0.318 1.942 -2.896 0.3715
H -0.531 3.775 -6.722 -0.0213
H -1.478 -5.540 4.336 0.0000
H -0.140 -0.905 -2.456 -0.0211
C 5.949 -0.016 1.546 0.0001
C -3.117 2.732 0.564 -0.0258
C -0.016 0.785 1.075 0.0082
H 2.917 -1.649 1.256 0.0008
C -0.906 -3.482 -0.356 -0.0026
H -3.075 -0.423 -0.723 -0.0202
H -4.105 3.029 5.226 0.0000
H -0.089 -4.952 5.842 0.0000
H -2.056 -4.226 3.268 0.0000
C -0.635 1.872 3.890 -0.0004
H -2.165 -1.290 3.025 -0.0002
N -0.045 -4.123 3.952 0.0000
C 0.023 3.005 -1.878 -0.0943
C -1.794 1.546 3.175 0.0011
H 0.278 0.872 -4.672 0.0611
H -2.009 3.790 6.352 0.0000
C 1.990 -1.157 -2.003 0.0053
H -1.355 -2.074 1.390 0.0005
C 0.532 -0.058 0.157 0.0006
C -4.312 1.201 -1.432 -0.0054
H -3.174 -1.289 1.533 0.0002
C -3.052 1.924 3.689 0.0005
C 3.138 -2.791 -3.349 0.0003
C -0.377 4.338 -2.567 -0.0523
H -4.765 0.602 -2.226 -0.0069
H -2.621 3.353 1.315 0.0013
H -0.153 -2.612 -4.219 0.0036
C 3.178 -1.749 -2.441 0.0039
H 6.558 1.665 0.340 0.0000
P 2.014 0.181 -0.778 0.0085
C 0.288 1.902 -4.306 0.2483
C 0.786 -1.426 -2.699 0.0483
H 1.585 -3.015 3.415 0.0001
H -1.777 -3.141 -0.927 -0.0002
C -1.620 4.002 -3.345 0.2956
H 0.206 3.010 5.508 0.0000
H 5.079 -1.731 2.542 0.0000
C -1.964 3.131 5.482 0.0001
H 1.917 -3.892 -4.749 0.0002
H -4.344 4.351 -0.150 0.0010
C -1.578 3.807 -4.780 0.1060
C -3.373 0.617 -0.585 0.0709
C 1.937 -3.105 -4.004 0.0005
H 4.131 -1.435 -1.990 0.0006
H -2.489 4.170 -5.274 -0.0115
C 0.776 -2.396 -3.693 0.0133
C -3.130 2.715 4.838 0.0002
C -2.811 1.368 0.463 0.0178
C 4.570 1.015 -0.178 -0.0018
P -1.686 0.574 1.649 -0.0147
H 1.014 1.153 -2.469 -0.0278
C -1.192 -4.866 3.518 -0.0001
C 3.555 0.071 0.128 0.0036
C 5.763 0.948 0.549 0.0001
H 1.665 3.482 -4.812 0.0051
H 4.050 -3.309 -3.607 -0.0001
C 0.813 2.939 -5.251 0.0720
C 0.526 -3.103 3.118 -0.0010
H -3.971 1.614 3.189 0.0004
```

LUMO energy (spin up / spin down) in eV: -0.020 / -0.683
HOMO level (spin up / spin down) in eV: -4.75 / -6.24
2S+1: 3
Energy relative to the best compared isomer or geometry (same formula, charge and spin) in kJ/mol: 409.18
E_tot in eV: -69960.4046
Expectation value of S²: 2.009
Strongest force on any atom in eV Å⁻¹: 5.783
Kohn-Sham gap (spin up / spin down) in eV: 4.73 / 5.55

=====

# 4
Computed, not measured: a molecular structure, C39H31Cl3IrO2P2Si, with ωB97M-V/def2-TZVPD.

The geometry in XYZ format:
```
79
Properties=species:S:1:pos:R:3:mulliken_charge:R:1
H 0.135 4.448 -5.341 0.4219
H -0.673 3.382 -1.293 0.5151
H -5.140 2.477 -0.548 0.4642
C -2.115 -1.615 1.704 -0.4260
C -3.013 -2.666 1.616 -0.9432
C -2.600 -3.891 1.111 -0.7339
C 3.406 0.650 -1.867 -1.3245
H -1.232 -0.463 6.239 0.4348
C 0.626 1.501 3.492 -0.4563
C -3.253 1.547 -0.926 -1.0913
H 5.506 -2.928 1.852 0.4398
H 4.796 -1.767 -0.194 0.4749
H 0.892 3.027 4.965 0.4195
C -2.565 0.346 -1.118 1.0503
H 1.187 2.052 2.750 0.0831
H -0.227 5.084 -2.972 0.4598
C -0.255 4.045 -3.271 -1.2019
H -2.727 2.492 -0.965 0.3844
O 0.371 3.428 0.679 -0.6795
H -5.169 -1.795 -0.811 0.5194
H -0.321 1.782 6.726 0.4136
C 2.442 -1.931 2.880 -0.6978
H 2.670 -2.864 -2.395 0.4462
H 4.057 -0.076 -2.362 0.4464
C -0.498 3.069 -2.316 -0.4469
C -0.091 2.349 -4.963 -0.8046
H 0.064 2.065 -5.996 0.4422
C 0.084 0.249 3.196 0.7037
C -0.204 1.352 5.740 -0.6133
C 3.693 -2.526 2.917 -0.7950
Cl 2.571 5.035 2.641 -0.1152
C 1.640 -2.576 -2.570 -0.7357
Cl 1.199 6.190 0.362 -0.1135
H -6.379 0.336 -0.494 0.4105
C 1.120 -1.439 -1.952 0.8440
H 0.657 -3.189 0.529 0.3858
C -1.004 -1.861 -3.057 -0.3040
C 4.122 -1.816 0.654 -0.7275
H -3.303 -4.711 1.042 0.4199
C -0.375 -3.032 0.818 -0.8106
C -0.718 0.093 5.466 -0.8718
C -1.287 -4.068 0.695 -0.8314
C -0.575 -0.459 4.203 -0.1818
C -0.784 -1.801 1.331 0.8508
C -4.616 1.542 -0.694 -0.8242
H 4.026 -3.025 3.817 0.4499
H -2.743 -1.799 -1.166 0.4799
H 2.935 1.251 -2.648 0.3894
C 2.277 4.904 0.894 0.6669
P -0.777 0.436 -1.405 0.3438
C -0.466 -2.987 -3.656 -1.0332
C 0.474 2.052 4.753 -0.7974
C 2.039 -1.283 1.719 -0.1847
H -4.038 -2.523 1.930 0.5017
C 4.527 -2.469 1.808 -0.7271
H -1.073 -3.581 -4.326 0.4515
C -0.528 1.720 -2.677 1.2946
C -3.263 -0.857 -1.061 -0.1711
C 2.868 -1.215 0.590 0.5848
Cl 3.796 4.981 0.007 -0.1054
C 1.623 3.525 0.704 0.0725
C -0.052 3.687 -4.595 -0.6852
C 0.851 -3.350 -3.405 -0.8846
O 2.361 2.506 0.640 -0.6381
Ir 0.634 1.206 0.142 2.6607
P 0.419 -0.475 1.559 1.2749
C -0.316 1.368 -4.011 -0.8832
H -0.314 0.330 -4.314 0.3729
H 4.012 1.305 -1.242 0.3553
C -4.634 -0.856 -0.844 -0.9607
H -2.449 -0.655 2.079 0.4832
H -2.024 -1.574 -3.275 0.5978
H -0.964 -5.021 0.299 0.4898
C -0.219 -1.104 -2.188 0.3084
H 1.799 -1.959 3.752 0.5002
Si 2.123 -0.265 -0.857 0.2578
C -5.310 0.339 -0.662 -0.7330
H -0.970 -1.446 4.011 0.5035
H 1.262 -4.235 -3.873 0.4637
```

LUMO energy in eV: -3.476
HOMO level in eV: -11.77
Energy relative to the best compared isomer or geometry (same formula, charge and spin) in kJ/mol: 0.00
E_tot in eV: -111901.3524
Strongest force on any atom in eV Å⁻¹: 0.757
Kohn-Sham gap in eV: 8.30
Net charge: +1

=====

# 5
Computed, not measured: 2 unconnected molecules or ions with the total composition C3H9NO3 in a non-equilibrium geometry, with ωB97M-V/def2-TZVPD.

The geometry in XYZ format:
```
16
Properties=species:S:1:pos:R:3:mulliken_charge:R:1
H 0.235 2.945 0.462 0.2017
H 3.214 -6.012 0.326 0.3228
H 0.542 -0.371 -1.783 0.1428
H -1.234 1.455 -1.341 0.3208
C -0.138 0.221 0.027 0.1980
C -1.070 1.282 -0.206 -0.3101
H 0.988 -1.375 -0.604 0.2055
O 0.017 -0.145 1.183 -0.5952
O -1.893 3.440 0.080 -0.4939
H -1.170 2.430 1.681 0.1932
H 3.505 -5.501 -1.103 0.3180
O 2.853 -5.473 -0.404 -0.6399
N 0.469 -0.626 -0.911 -0.3696
H -2.308 3.086 -0.705 0.3035
C -0.919 2.545 0.589 -0.0616
H -2.107 0.853 0.108 0.2639
```

LUMO energy in eV: 0.730
SMILES string: NC(=O)CCO.O
HOMO level in eV: -9.78
Energy relative to the best compared isomer or geometry (same formula, charge and spin) in kJ/mol: 206.15
E_tot in eV: -10888.4449
Strongest force on any atom in eV Å⁻¹: 5.902
Kohn-Sham gap in eV: 10.51

=====

# 6
Computed, not measured: a molecular structure, C48H40CdN6PSe3Te in a non-equilibrium geometry, with ωB97M-V/def2-TZVPD.

The geometry in XYZ format:
```
100
Properties=species:S:1:pos:R:3:mulliken_charge:R:1
N -3.538 0.067 -1.100 0.6075
C -0.027 -0.758 -3.928 2.0557
C 2.207 6.038 4.125 -0.8007
N 0.116 -0.869 0.837 0.7391
C -4.791 -0.742 -4.323 0.0468
C 0.652 -1.959 1.474 -0.3732
C -5.281 -2.249 -2.499 0.0990
Te 0.504 3.208 -4.308 -0.2336
C 2.428 7.150 1.993 -0.7023
H 1.369 4.060 4.078 0.4261
H -1.379 3.514 3.408 0.3114
H 2.743 8.009 1.407 0.3900
H 4.886 -4.417 -0.691 0.3776
C 3.926 3.220 0.699 -0.5748
H -7.423 -2.757 -5.091 0.3787
H -2.854 -1.514 3.555 0.3050
H 0.729 -5.878 6.482 0.3834
H 0.856 1.126 -2.315 -3.7448
H -5.049 -0.354 0.246 0.3183
H -4.698 1.393 0.011 0.4227
H 1.278 -4.645 1.613 0.4260
C -4.794 0.421 -0.480 -1.1003
C 4.027 -3.927 -0.242 -0.4242
H 2.464 -4.156 6.045 0.3900
C -2.284 0.366 -0.611 -0.4931
H -6.923 -3.610 -2.815 0.3757
C -0.916 -3.060 -5.211 -0.7438
C 2.799 2.802 -0.019 0.3241
H 6.369 2.485 -1.557 0.3737
H -1.224 5.027 2.455 0.3552
C 1.449 2.855 0.526 -0.6015
C -1.921 -0.997 3.795 -1.0425
N 0.522 1.906 0.182 0.7528
C -0.600 -5.148 4.951 -0.7829
C 1.798 -2.661 0.913 0.4204
H 2.118 -2.464 4.275 0.4350
H 0.911 -2.955 -6.347 0.3704
H -1.705 -4.229 3.352 0.4467
H -2.098 0.074 3.916 0.3749
H 1.711 -0.906 -5.191 0.1388
C 2.988 2.246 -1.294 2.0208
C -5.841 -1.295 -5.059 -0.6911
C 2.598 7.147 3.377 -0.2907
H -1.353 -5.909 5.133 0.3723
H 2.569 -0.864 -0.009 0.4665
C 5.374 2.576 -1.131 -0.8122
C 0.751 -1.343 -4.931 -0.6770
H -6.050 -0.931 -6.061 0.3886
C 0.571 -5.131 5.708 -0.2974
C -6.332 -2.800 -3.235 -0.7972
Se 2.511 1.554 -4.699 -0.6393
H 4.536 -1.974 -1.008 0.4356
H 4.387 1.699 -2.836 0.1293
N -0.992 -1.219 2.712 0.5900
H 6.071 3.437 0.716 0.3808
H -2.618 -2.963 -3.919 0.4244
C -0.030 -2.218 2.658 0.2282
C 2.724 -1.932 0.151 -0.4323
C 0.303 -2.492 -5.576 -0.8227
C 1.645 4.930 3.488 0.1012
Se -0.514 2.217 -2.004 0.0392
C 3.834 -2.559 -0.420 -0.9547
C 1.347 -3.209 4.465 0.0796
P -1.932 0.959 1.081 -0.5512
H -1.505 -1.377 4.731 0.3565
H -4.187 0.048 -4.763 0.4998
H 0.345 0.125 -3.409 0.7208
C -1.411 3.952 2.407 -1.0804
H -5.575 0.504 -1.240 0.3662
C -4.506 -1.213 -3.037 -0.6588
C 4.265 2.138 -1.850 -0.5690
Se 2.248 0.084 -2.707 -0.8403
C 0.173 -3.215 3.704 -0.5523
Cd 0.513 0.203 -0.860 0.8256
C 0.904 3.757 1.430 0.2940
C 1.864 6.044 1.355 0.0132
H 2.353 6.029 5.202 0.3709
C 3.106 -4.667 0.498 -0.7259
C 5.206 3.113 0.144 -0.7515
C -0.798 -4.194 3.951 0.0714
C -2.020 -0.673 -2.486 -0.5177
N -0.400 3.311 1.598 0.6402
C 1.466 4.927 2.098 -0.7305
H -2.393 3.800 1.952 0.4170
C 1.994 -4.039 1.068 -0.3790
C -0.557 2.143 0.886 -0.5075
H 1.749 6.050 0.273 0.5037
H 3.045 8.006 3.871 0.3800
C -6.611 -2.322 -4.514 -0.3002
C -1.693 -2.474 -4.206 -0.4559
H 2.128 1.876 -1.852 0.7675
C -0.887 -0.458 1.575 -0.2504
H -5.054 -2.648 -1.513 0.4236
H -1.259 -3.970 -5.696 0.3745
H 3.832 3.609 1.708 0.4167
N -1.373 0.000 -1.481 0.8532
C 1.545 -4.164 5.464 -0.7176
C -3.392 -0.654 -2.276 0.1261
C -1.265 -1.306 -3.562 0.1044
H 3.245 -5.737 0.623 0.3935
```

LUMO energy (spin up / spin down) in eV: 1.700 / 1.714
HOMO level (spin up / spin down) in eV: -1.06 / -0.78
Energy relative to the best compared isomer or geometry (same formula, charge and spin) in kJ/mol: 0.00
E_tot in eV: -276545.3914
Strongest force on any atom in eV Å⁻¹: 7.197
Kohn-Sham gap (spin up / spin down) in eV: 2.76 / 2.49
Net charge: -1

=====

# 7
Computed, not measured: C4H4ClFN2 in the gas phase in a non-equilibrium geometry, with ωB97M-V/def2-TZVPD.

The geometry in XYZ format:
```
12
Properties=species:S:1:pos:R:3:mulliken_charge:R:1
Cl 1.951 2.938 -0.184 -0.1612
C 1.789 1.547 0.923 0.1013
H 1.538 1.953 1.918 0.2331
C -1.031 -1.152 -0.382 -0.1951
H -2.076 0.294 -1.439 0.2310
C 0.790 0.606 0.432 0.7123
F 3.003 0.928 1.028 -0.2205
C -0.052 -0.183 0.069 -0.0446
H -2.770 -1.266 -1.437 0.2640
N -2.147 -0.605 -0.975 -0.4693
N -0.923 -2.418 -0.227 -0.6936
H -0.071 -2.642 0.274 0.2423
```

LUMO energy in eV: 0.503
SMILES string: [H]/N=C(/N)C#C[C@@H](F)Cl
HOMO level in eV: -9.74
Energy relative to the best compared isomer or geometry (same formula, charge and spin) in kJ/mol: 102.46
E_tot in eV: -22431.0524
Strongest force on any atom in eV Å⁻¹: 1.257
Kohn-Sham gap in eV: 10.24

=====

# 8
Computed, not measured: 4 unconnected molecules or ions with the total composition C4H14NO3 in a non-equilibrium geometry, with ωB97M-V/def2-TZVPD.

The geometry in XYZ format:
```
22
Properties=species:S:1:pos:R:3:mulliken_charge:R:1
C 0.748 -0.095 -1.763 -0.1147
H -0.384 1.177 2.264 0.2312
N -0.401 0.280 -2.333 -0.1993
H -1.021 -0.498 -2.628 0.4169
O 0.740 -1.152 2.660 -0.6125
C 0.097 2.650 0.761 -0.2443
H 0.350 2.657 2.911 0.3935
O -1.714 -1.958 -1.803 -0.6820
H -2.357 -2.652 -1.682 0.3368
C 0.763 -0.640 -0.440 0.2866
H 1.723 -0.954 -0.015 0.3822
H 0.664 -2.024 3.061 0.2967
H -1.438 -1.639 -0.933 0.3400
C 0.370 1.937 2.102 -0.8727
H 1.334 1.420 2.111 0.2451
O -0.246 -0.803 0.216 -0.5562
H 1.671 -0.116 -2.344 0.3701
H 0.298 -1.188 1.798 0.3516
H -0.259 0.958 -3.082 0.2957
H -0.896 3.097 0.751 0.2937
H 0.869 3.403 0.597 0.3210
H 0.119 1.937 -0.058 -0.2793
```

LUMO energy in eV: -8.496
HOMO level in eV: -14.21
Energy relative to the best compared isomer or geometry (same formula, charge and spin) in kJ/mol: 404.36
E_tot in eV: -11997.6195
Strongest force on any atom in eV Å⁻¹: 3.587
Kohn-Sham gap in eV: 5.71
Net charge: +1

=====

Which value of strongest force on any atom does entry 7 give? 1.257 eV Å⁻¹

=====

Which of these has the highest strongest force on any atom? C16H18ClO2PTi